Entry 1:
DFT (ωB97M-V with the def2-TZVPD basis set) results for C32H24BBr2InN8O3 as an isolated structure in a non-equilibrium geometry.

Structure (ORCA input):
```
! wB97M-V def2-TZVPD RIJCOSX def2/J DEFGRID3
* xyz 0 1
In 0.21563 -0.06914 -0.05918
O -5.00073 -4.81516 0.88731
C -4.96078 -4.05570 -0.08406
O -5.60154 -3.95453 -1.13876
C -3.77421 -3.00198 -0.00859
C -3.46002 -2.21635 -1.10753
C -2.50296 -1.22614 -0.98762
N -1.82672 -1.04559 0.15843
C -2.13386 -1.78227 1.23505
C -3.14124 -2.73754 1.19216
C -1.36401 -1.51495 2.47175
C -1.35120 -2.40112 3.54546
C -0.66579 -2.04018 4.69207
C -0.02363 -0.81200 4.73440
C -0.05362 -0.01617 3.60320
N -0.69689 -0.36082 2.49290
C -2.19853 -0.27831 -2.07958
C -3.00201 -0.18476 -3.21292
C -2.71872 0.77518 -4.16486
C -1.65051 1.63624 -3.95606
C -0.89887 1.48288 -2.80949
N -1.16147 0.54664 -1.89596
H -3.99301 -2.41747 -2.02633
H -3.43283 -3.30893 2.06239
H -1.84387 -3.36017 3.47998
H -0.63170 -2.71163 5.53937
H 0.50026 -0.48485 5.62134
H 0.45923 0.93899 3.58427
H -3.84616 -0.84598 -3.33649
H -3.32522 0.85404 -5.05685
H -1.40884 2.41066 -4.66980
H -0.04914 2.12082 -2.60956
C -1.75595 2.89881 0.33965
C -0.36134 3.05265 0.86752
C 0.12697 4.31680 1.25882
C 1.38467 4.43492 1.77787
C 2.18375 3.28639 1.97124
C 3.45929 3.28443 2.56716
Br 4.25623 4.91301 3.13510
C 4.14214 2.11192 2.75738
C 3.58376 0.90278 2.34444
Br 4.50561 -0.71284 2.66562
C 2.35628 0.81444 1.68561
O 1.86932 -0.31026 1.27500
C 1.63987 2.05211 1.53146
N 0.40189 1.98402 0.96836
H -2.43064 3.59090 0.84008
H -2.10396 1.87729 0.49274
H -1.79079 3.11197 -0.73066
H -0.50256 5.18688 1.13094
H 1.77346 5.40171 2.06678
H 5.11674 2.11705 3.22420
B 2.33433 -1.37561 -2.90603
N 1.72368 -2.30374 -1.81856
C 1.98751 -3.61283 -1.81131
C 1.20040 -4.23030 -0.85572
C 0.46104 -3.19588 -0.30551
N 0.77791 -2.03571 -0.90242
N 2.30793 0.14821 -2.55554
C 2.93033 1.02776 -3.34600
C 2.82407 2.28973 -2.78708
C 2.09495 2.08333 -1.62518
N 1.78566 0.78216 -1.49556
H 3.48909 -1.68946 -3.01618
H 1.71608 -1.52107 -3.93367
H 2.71187 -4.03128 -2.48923
H 1.16634 -5.27384 -0.59869
H -0.27068 -3.24081 0.47908
H 3.42812 0.71204 -4.24743
H 3.21879 3.21775 -3.16181
H 1.80081 2.81085 -0.88892
*
```

Properties
LUMO level   -1.08 eV
Total energy   -197575.62395 eV
E_HOMO   -8.06 eV
Energy relative to the best compared isomer or geometry (same formula, charge and spin)   73.02 kJ/mol

Per-atom Mulliken charges, elementary charge units: number 1, In, carries 2.18; number 2, O, carries -0.70; number 3, C, carries 0.37; number 4, O, carries -0.71; number 5, C, carries -0.84; number 6, C, carries -1.04; number 7, C, carries 0.80; number 8, N, carries 0.64; number 9, C, carries 0.38; number 10, C, carries -0.81; number 11, C, carries 0.87; number 12, C, carries -0.90; number 13, C, carries -0.67; number 14, C, carries -1.07; number 15, C, carries 0.01; number 16, N, carries 0.18; number 17, C, carries 0.61; number 18, C, carries -0.93; number 19, C, carries -0.72; number 20, C, carries -1.19; number 21, C, carries -0.19; number 22, N, carries 0.40; number 23, H, carries 0.61; number 24, H, carries 0.60; number 25, H, carries 0.44; number 26, H, carries 0.43; number 27, H, carries 0.47; number 28, H, carries 0.50; number 29, H, carries 0.49; number 30, H, carries 0.45; number 31, H, carries 0.49; number 32, H, carries 0.53; number 33, C, carries -1.67; number 34, C, carries 0.92; number 35, C, carries -1.15; number 36, C, carries -1.07; number 37, C, carries 0.57; number 38, C, carries -0.01; number 39, Br, carries -0.24; number 40, C, carries -0.23; number 41, C, carries -0.04; number 42, Br, carries -0.16; number 43, C, carries 0.68; number 44, O, carries -0.70; number 45, C, carries -0.49; number 46, N, carries 0.41; number 47, H, carries 0.59; number 48, H, carries 0.15; number 49, H, carries 0.22; number 50, H, carries 0.55; number 51, H, carries 0.39; number 52, H, carries 0.48; number 53, B, carries 0.30; number 54, N, carries -0.40; number 55, C, carries -0.25; number 56, C, carries -1.30; number 57, C, carries -0.08; number 58, N, carries 0.34; number 59, N, carries -0.50; number 60, C, carries -0.27; number 61, C, carries -1.25; number 62, C, carries -0.31; number 63, N, carries 0.32; number 64, H, carries -0.15; number 65, H, carries -0.16; number 66, H, carries 0.44; number 67, H, carries 0.43; number 68, H, carries 0.50; number 69, H, carries 0.46; number 70, H, carries 0.45; number 71, H, carries 0.59



Entry 2:
DFT (ωB97M-V with the def2-TZVPD basis set) results for a 3-piece molecular cluster, C32H24F3NO4P overall in a non-equilibrium geometry.

Structure (ORCA input):
```
! wB97M-V def2-TZVPD RIJCOSX def2/J DEFGRID3
* xyz 1 1
C 3.09147 -4.05037 -2.75612
C 2.34204 -2.67228 -2.40163
N 2.86171 -1.94144 -1.45577
C 0.99365 -2.26101 -3.15868
P -0.41760 -2.76866 -1.98124
C -1.61188 -4.04615 -2.73435
F -2.92593 -3.78082 -2.20146
F -1.72794 -3.88784 -4.10522
F -1.20032 -5.31515 -2.33923
H 3.68320 -3.99852 -3.71938
H 3.75841 -4.39332 -1.90100
H 2.25320 -4.81475 -2.92818
H 3.72722 -2.40036 -1.11489
H 0.84742 -2.79830 -4.14289
H 0.92730 -1.13436 -3.27125
H 0.11450 -3.37896 -0.78570
H -1.16498 -1.62237 -1.56100
C -4.65270 2.08627 3.95653
C -4.59940 1.45959 5.19946
C -4.27253 0.11166 5.28672
C -4.00925 -0.61796 4.12854
C -4.08653 0.00440 2.88105
C -4.39775 1.36157 2.79886
C -3.85773 -0.76953 1.64053
O -3.91972 -0.22853 0.54907
C -3.55895 -2.21699 1.74362
C -3.39781 -2.96979 0.58105
C -3.10470 -4.32828 0.66673
C -2.96175 -4.93492 1.91300
C -3.12606 -4.18754 3.07286
C -3.43496 -2.82869 2.98994
C -3.64429 -2.04899 4.23314
O -3.52327 -2.57938 5.32136
H -4.89900 3.14038 3.89065
H -4.81093 2.02353 6.10126
H -4.22745 -0.36967 6.25755
H -4.44610 1.85351 1.83362
H -3.50608 -2.50499 -0.39226
H -2.98800 -4.91255 -0.23817
H -2.72708 -5.99185 1.97933
H -3.01874 -4.66501 4.04080
C 2.03003 6.79828 -2.99646
C 1.22989 5.83042 -3.59892
C 1.30440 4.50725 -3.18157
C 2.18950 4.14475 -2.16673
C 3.00863 5.11082 -1.57997
C 2.91842 6.44063 -1.98954
C 3.98875 4.73214 -0.53515
O 4.70060 5.57391 -0.02040
C 4.09359 3.31000 -0.13381
C 5.04975 2.92678 0.80645
C 5.14567 1.59614 1.19812
C 4.28118 0.64584 0.65910
C 3.33130 1.02365 -0.28153
C 3.24225 2.35402 -0.68676
C 2.24902 2.73581 -1.71648
O 1.49396 1.89922 -2.19152
H 1.96450 7.83238 -3.31674
H 0.54600 6.10884 -4.39330
H 0.67523 3.75885 -3.65073
H 3.54282 7.19761 -1.52786
H 5.72349 3.66258 1.23194
H 5.89345 1.29928 1.92560
H 4.35180 -0.39133 0.97030
H 2.66515 0.28055 -0.70124
*
```

Properties
LUMO level   -3.81 eV
Total energy   -60686.84082 eV
E_HOMO   -11.52 eV
Energy relative to the best compared isomer or geometry (same formula, charge and spin)   151.28 kJ/mol

Per-atom natural (NBO) charges, elementary charge units: number 1, C, carries -0.69; number 2, C, carries 0.28; number 3, N, carries -0.59; number 4, C, carries -0.72; number 5, P, carries 0.85; number 6, C, carries 0.79; number 7, F, carries -0.31; number 8, F, carries -0.29; number 9, F, carries -0.29; number 10, H, carries 0.26; number 11, H, carries 0.25; number 12, H, carries 0.22; number 13, H, carries 0.37; number 14, H, carries 0.30; number 15, H, carries 0.33; number 16, H, carries 0.12; number 17, H, carries 0.13; number 18, C, carries -0.19; number 19, C, carries -0.18; number 20, C, carries -0.15; number 21, C, carries -0.15; number 22, C, carries -0.07; number 23, C, carries -0.17; number 24, C, carries 0.52; number 25, O, carries -0.54; number 26, C, carries -0.06; number 27, C, carries -0.21; number 28, C, carries -0.22; number 29, C, carries -0.19; number 30, C, carries -0.14; number 31, C, carries -0.13; number 32, C, carries 0.53; number 33, O, carries -0.50; number 34, H, carries 0.23; number 35, H, carries 0.23; number 36, H, carries 0.24; number 37, H, carries 0.24; number 38, H, carries 0.23; number 39, H, carries 0.21; number 40, H, carries 0.23; number 41, H, carries 0.25; number 42, C, carries -0.18; number 43, C, carries -0.19; number 44, C, carries -0.17; number 45, C, carries -0.07; number 46, C, carries -0.15; number 47, C, carries -0.15; number 48, C, carries 0.54; number 49, O, carries -0.51; number 50, C, carries -0.14; number 51, C, carries -0.15; number 52, C, carries -0.19; number 53, C, carries -0.20; number 54, C, carries -0.19; number 55, C, carries -0.07; number 56, C, carries 0.53; number 57, O, carries -0.58; number 58, H, carries 0.23; number 59, H, carries 0.22; number 60, H, carries 0.23; number 61, H, carries 0.24; number 62, H, carries 0.25; number 63, H, carries 0.22; number 64, H, carries 0.21; number 65, H, carries 0.24



Entry 3:
DFT (ωB97M-V with the def2-TZVPD basis set) results for C32H24IrN3O2PS2Se2 as an isolated structure.

Structure (ORCA input):
```
! wB97M-V def2-TZVPD RIJCOSX def2/J DEFGRID3
* xyz 2 6
Ir 0.02187 -0.14964 -0.03008
O -4.34777 -0.56130 6.92940
C -4.42599 -0.20219 5.63824
O -5.46760 0.10581 5.14030
C -3.15120 -0.22366 4.83473
C -2.07519 -1.05275 5.12694
C -0.95710 -1.06793 4.30487
C -0.92071 -0.23349 3.19261
C -2.00402 0.58466 2.88002
C -3.11290 0.58726 3.70352
N 0.19542 -0.24485 2.30943
C 1.37455 -0.33440 2.77445
C 2.50614 -0.47720 1.85715
C 3.80397 -0.58344 2.32753
C 4.83508 -0.75519 1.41297
C 4.52713 -0.81665 0.06626
C 3.20221 -0.69506 -0.32669
N 2.21090 -0.52879 0.54680
H -3.43415 -0.62308 7.22957
H -2.11423 -1.73449 5.96785
H -0.14846 -1.75796 4.50654
H -1.97190 1.21923 2.00511
H -3.97197 1.20512 3.48122
H 1.57659 -0.32116 3.84414
H 3.99963 -0.53219 3.38989
H 5.85851 -0.83900 1.75189
H 5.29385 -0.95159 -0.68290
H 2.92131 -0.72752 -1.37110
Se 0.21628 -0.11652 -2.46674
P -0.12331 2.09155 -2.29954
Se -0.27941 2.30493 -0.12511
C 1.27567 2.98155 -2.98118
C 1.91664 3.96721 -2.23556
C 2.94835 4.69665 -2.80673
C 3.33950 4.43873 -4.11165
C 2.70403 3.44887 -4.85372
C 1.67086 2.72088 -4.29426
C -1.63943 2.50729 -3.15669
C -1.90229 1.96704 -4.41567
C -3.04242 2.35206 -5.09756
C -3.91642 3.27198 -4.53005
C -3.65774 3.80491 -3.27606
C -2.51970 3.42327 -2.58383
H 1.61261 4.17460 -1.21693
H 3.44079 5.46868 -2.23215
H 4.14157 5.01171 -4.55664
H 3.01229 3.24933 -5.87055
H 1.18042 1.95349 -4.88173
H -1.23423 1.23999 -4.86241
H -3.25256 1.93217 -6.07129
H -4.80576 3.57040 -5.06813
H -4.34101 4.51677 -2.83442
H -2.32234 3.83897 -1.60313
S -2.32787 -1.19699 -0.14751
C -1.60106 -2.68967 0.03341
N -0.26430 -2.71656 0.16790
C 0.18471 -3.96961 0.33526
C 1.53735 -4.34387 0.51770
C 1.82515 -5.66863 0.66733
C 0.79961 -6.64900 0.63969
C -0.52463 -6.31807 0.46469
C -0.83564 -4.96905 0.31305
S -2.37490 -4.24000 0.08467
H 2.30640 -3.58351 0.53153
H 2.84674 -5.99259 0.80786
H 1.07381 -7.68844 0.75953
H -1.29169 -7.07913 0.44600
*
```

Properties
LUMO level (alpha / beta)   -6.21 / -8.59 eV
Total energy   -206615.55469 eV
E_HOMO (alpha / beta)   -12.35 / -14.04 eV
Energy relative to the best compared isomer or geometry (same formula, charge and spin)   0.00 kJ/mol

Per-atom natural (NBO) charges, elementary charge units: number 1, Ir, carries 0.85; number 2, O, carries -0.64; number 3, C, carries 0.77; number 4, O, carries -0.53; number 5, C, carries -0.15; number 6, C, carries -0.17; number 7, C, carries -0.26; number 8, C, carries 0.18; number 9, C, carries -0.25; number 10, C, carries -0.13; number 11, N, carries -0.49; number 12, C, carries 0.12; number 13, C, carries 0.20; number 14, C, carries -0.21; number 15, C, carries -0.12; number 16, C, carries -0.22; number 17, C, carries 0.07; number 18, N, carries -0.52; number 19, H, carries 0.49; number 20, H, carries 0.23; number 21, H, carries 0.22; number 22, H, carries 0.22; number 23, H, carries 0.26; number 24, H, carries 0.21; number 25, H, carries 0.25; number 26, H, carries 0.25; number 27, H, carries 0.25; number 28, H, carries 0.22; number 29, Se, carries -0.07; number 30, P, carries 1.05; number 31, Se, carries -0.18; number 32, C, carries -0.37; number 33, C, carries -0.20; number 34, C, carries -0.19; number 35, C, carries -0.16; number 36, C, carries -0.18; number 37, C, carries -0.21; number 38, C, carries -0.37; number 39, C, carries -0.21; number 40, C, carries -0.19; number 41, C, carries -0.15; number 42, C, carries -0.18; number 43, C, carries -0.20; number 44, H, carries 0.23; number 45, H, carries 0.24; number 46, H, carries 0.24; number 47, H, carries 0.24; number 48, H, carries 0.22; number 49, H, carries 0.22; number 50, H, carries 0.24; number 51, H, carries 0.24; number 52, H, carries 0.24; number 53, H, carries 0.23; number 54, S, carries 0.24; number 55, C, carries -0.21; number 56, N, carries -0.50; number 57, C, carries 0.22; number 58, C, carries -0.22; number 59, C, carries -0.17; number 60, C, carries -0.11; number 61, C, carries -0.22; number 62, C, carries -0.20; number 63, S, carries 0.55; number 64, H, carries 0.23; number 65, H, carries 0.24; number 66, H, carries 0.25; number 67, H, carries 0.25